# 1
Computed, not measured: one molecule with the formula C5H12N2O3, with wB97M-V/def2-TZVPD.

The geometry in ORCA input format:
```
! wB97M-V def2-TZVPD RIJCOSX def2/J DEFGRID3
* xyz 0 1
O -2.2527 -0.8912 1.2798
O -1.9882 -0.3503 -0.9563
O -2.0552 -2.4935 -0.3061
N 0.5811 -0.2319 0.4457
N -2.0629 -1.3535 0.1152
C 1.5102 -1.1144 -0.0643
C -2.2929 0.9367 -0.5509
C -1.1728 1.4635 0.3813
C 0.3470 1.1254 -0.0383
C 2.9388 -0.7536 -0.1596
H 0.1730 1.1225 -1.1772
H -2.1981 1.4056 -1.4810
H 1.3218 -2.0499 0.3493
H 3.5608 -1.6736 -0.4705
H 1.0466 1.9371 0.3370
H 1.2706 -1.2950 -1.1474
H -1.2605 2.5098 0.4182
H -1.3965 1.2375 1.4084
H 0.5577 -0.1609 1.4478
H 3.3707 -0.6929 0.7987
H -3.2635 1.0689 -0.1230
H 3.2652 0.2537 -0.5070
*
```

Output
Structure (SMILES): CCNCCCO[N+](=O)[O-]
HOMO-LUMO gap (eV): 8.80
E_HOMO (eV): -8.65

# 2
Computed, not measured: C8H9GaN2O5S as an isolated structure, with wB97M-V/def2-TZVPD.

The geometry in ORCA input format:
```
! wB97M-V def2-TZVPD RIJCOSX def2/J DEFGRID3
* xyz 2 1
Ga -0.4491 1.6757 0.6882
S -1.9522 1.2375 2.4619
O -0.9570 0.1511 -3.1405
O 0.6133 -0.7751 1.0929
O 2.5371 2.7419 0.5962
O -0.9792 -3.9042 -0.4049
O 0.7725 -2.1422 -1.1593
N 0.4363 1.3353 3.7210
N -1.0072 -0.4249 4.2662
C 1.2726 1.1756 4.9162
C -1.1679 -2.9707 -1.0502
C 0.3107 -0.9439 -1.2044
C -0.3969 -0.6047 -2.4439
C -0.0078 -1.4938 4.4493
C 1.4376 2.3767 0.5348
C -0.7354 0.6992 3.5672
C 0.2475 -0.1899 0.0578
H -0.5600 -2.4382 4.5069
H 1.8551 0.2523 4.8387
H 0.5199 2.2168 3.2130
H 0.6620 1.1585 5.8292
H 0.5155 -1.3372 5.3974
H 1.9614 2.0226 4.9647
H -0.8008 3.1225 0.8693
H -1.9429 -0.7781 4.0777
H 0.7027 -1.5627 3.6159
*
```

Output
HOMO-LUMO gap (spin up / spin down) (eV): 4.47 / 4.48
E_HOMO (spin up / spin down) (eV): -16.06 / -16.06

# 3
Computed, not measured: a 2-piece molecular cluster, C2H4N2S overall, with wB97M-V/def2-TZVPD.

The geometry in ORCA input format:
```
! wB97M-V def2-TZVPD RIJCOSX def2/J DEFGRID3
* xyz 0 3
S 2.5866 -1.1166 -0.0794
N 1.9350 0.2834 0.0878
N -1.8241 0.1712 0.3332
C -0.9354 -0.6894 0.0901
C 1.3354 1.2938 0.1793
H 0.5041 1.7611 -0.2651
H -0.7980 -1.3190 -0.8161
H -2.5993 0.3807 -0.3877
H -0.2042 -0.7653 0.8579
*
```

Output
HOMO-LUMO gap (spin up / spin down) (eV): 5.84 / 6.19
E_HOMO (spin up / spin down) (eV): -5.84 / -8.78

# 4
Computed, not measured: C3H12FHfN6O3 as an isolated structure, with wB97M-V/def2-TZVPD.

The geometry in ORCA input format:
```
! wB97M-V def2-TZVPD RIJCOSX def2/J DEFGRID3
* xyz 3 1
Hf 1.7727 2.4736 -1.1326
F 0.6005 0.9297 0.2184
O 2.0386 0.6864 3.6482
O 0.8806 0.7959 -2.5688
O -2.5620 1.9195 1.8540
N 0.5367 -0.4642 -4.5096
N -4.4136 1.3695 0.8143
N 0.5909 -1.4448 -2.5454
N 3.4402 -1.1038 3.5928
N -2.4801 0.9136 -0.0594
N 1.8501 -0.9984 2.2096
C 0.7226 -0.3321 -3.2183
C -3.0981 1.4665 0.8851
C 2.3951 -0.4018 3.2841
H 1.1975 -0.3930 1.7324
H 0.4308 -1.4440 -1.5481
H -3.0397 0.9153 -0.9002
H -1.4959 0.7468 0.0945
H -4.9701 0.7779 0.2139
H 3.5596 -2.0463 3.2501
H -4.9215 1.5509 1.6683
H 4.1814 -0.6181 4.0774
H 0.2830 0.3112 -5.1049
H 0.2541 -2.2465 -3.0591
H 0.3991 -1.3708 -4.9330
H 1.8475 -1.9934 2.0364
*
```

Output
HOMO-LUMO gap (eV): 2.43
E_HOMO (eV): -18.51

# 5
Computed, not measured: C10H23N3S as an isolated structure, with wB97M-V/def2-TZVPD.

The geometry in ORCA input format:
```
! wB97M-V def2-TZVPD RIJCOSX def2/J DEFGRID3
* xyz 2 1
S 2.4915 -0.5009 -0.8737
N 1.9764 -2.9178 1.1385
N -0.1248 -0.9259 0.3926
N 0.6547 -2.7675 1.6517
C -1.5668 1.8757 -2.9723
C 0.4268 -3.5333 2.8915
C 0.3450 -1.2061 1.6868
C 0.3344 2.4447 -0.8029
C -1.1567 0.7941 -1.9809
C -0.1143 3.5163 -1.7826
C 0.3004 1.0548 -1.5403
C 0.9362 0.0261 -0.7766
C -1.5165 3.2535 -2.3214
C -0.6603 -0.8634 2.7699
H -2.5818 1.6704 -3.3143
H 0.9154 1.1929 -2.4428
H -0.3318 2.4120 0.0596
H -1.2221 -0.1898 -2.4446
H -2.2453 3.3102 -1.5112
H 1.0631 -3.1561 3.6914
H -0.6142 -3.4760 3.1999
H -0.1019 4.4733 -1.2559
H -1.0354 -0.4934 0.3284
H -1.6322 -1.3103 2.5744
H -0.3164 -1.1555 3.7570
H 2.1159 -3.8301 0.7051
H 2.3788 -1.5603 0.0200
H 0.6670 -4.5836 2.7184
H 1.3503 2.6461 -0.4629
H 0.5928 3.5872 -2.6111
H 0.0035 -3.1113 0.9280
H -1.7767 4.0169 -3.0527
H -0.9150 1.8485 -3.8471
H -0.7843 0.2184 2.7894
H 1.3208 -0.7610 1.9177
H 2.6539 -2.8277 1.8976
H -1.8305 0.8288 -1.1244
*
```

Output
HOMO-LUMO gap (eV): 8.29
E_HOMO (eV): -16.75

# 6
Computed, not measured: C30H38N2PtS4Si2 as an isolated structure, with wB97M-V/def2-TZVPD.

The geometry in ORCA input format:
```
! wB97M-V def2-TZVPD RIJCOSX def2/J DEFGRID3
* xyz 0 5
Pt -0.3495 -1.2095 -0.9155
S -1.9718 -2.7765 3.0954
S 0.9008 -3.5124 -3.2928
S 3.4670 -3.8669 -2.5770
S 1.8334 -2.1593 -0.7399
Si 0.0444 0.7600 -3.5172
Si 0.5128 2.0591 -0.5315
N -0.6714 -1.5696 1.2501
N -2.5860 0.1570 -1.0075
C -1.9166 -2.6167 -0.9618
C -0.4110 2.1315 1.0982
C 3.1083 0.3775 3.8696
C -3.9591 2.4126 -1.7517
C -2.4339 -2.9017 0.3087
C -1.1302 -0.4384 -4.3428
C -0.4498 0.9301 -1.6910
C -1.9174 1.1746 -1.5561
C -3.6761 -3.9761 -1.9004
C -1.6907 -2.3594 1.4392
C 0.5475 3.8407 -1.1400
C 2.7844 1.8591 3.6298
C -2.5544 -3.1730 -2.0620
C 1.8093 -0.4227 3.7671
C -2.5893 2.3396 -1.9341
C 2.3093 1.5491 -0.3767
C -0.5624 -1.8708 3.5539
C 1.1902 -0.9863 4.8942
C 2.0370 -3.1277 -2.1207
C 4.1067 -0.1049 2.8076
C -4.1865 -4.2432 -0.6336
C 0.0208 -1.2982 2.4218
C 3.7696 0.2378 5.2416
C 1.8230 0.2452 -3.7492
C -3.9025 0.2216 -0.8410
C -0.1531 2.3966 -4.4278
C -3.5588 -3.7104 0.4761
C 0.0134 -1.7070 4.8048
C -4.6405 1.3348 -1.2005
C 1.2042 -0.5792 2.5293
H 0.9980 3.9481 -2.1269
H -2.1836 -2.9879 -3.0614
H 0.0501 2.2081 -5.4860
H 3.7433 0.0578 1.7930
H 2.0196 0.1469 -4.8200
H 3.1524 0.6576 6.0376
H -5.0609 -4.8691 -0.5168
H 1.6446 -0.8744 5.8676
H 2.4613 0.4712 -0.3181
H -5.7108 1.3594 -1.0523
H 1.6413 -0.1596 1.6321
H 5.0468 0.4407 2.9104
H -0.5565 1.1599 1.5679
H -1.4002 2.5630 0.9210
H 2.0978 2.2348 4.3912
H -2.0437 3.1695 -2.3599
H -0.4439 4.2962 -1.1588
H 0.5532 3.1553 -4.0894
H 3.9832 -0.8063 5.4781
H -0.9218 -0.4810 -5.4150
H 0.1069 2.7815 1.8079
H 2.0560 -0.7103 -3.2820
H -4.4957 3.3074 -2.0415
H -4.1584 -4.4013 -2.7720
H -0.4334 -2.1452 5.6871
H -1.0150 -1.4464 -3.9462
H 2.5120 0.9947 -3.3556
H 2.7664 2.0184 0.4983
H -3.9374 -3.9223 1.4702
H 2.3160 2.0027 2.6556
H 4.7149 0.7823 5.2407
H -2.1699 -0.1282 -4.2090
H 1.1555 4.4181 -0.4367
H 4.3140 -1.1700 2.9248
H -1.1614 2.8060 -4.3610
H -4.3698 -0.6559 -0.4047
H 2.8603 1.9040 -1.2505
H 3.6978 2.4573 3.6638
*
```

Output
HOMO-LUMO gap (spin up / spin down) (eV): 7.03 / 6.32
E_HOMO (spin up / spin down) (eV): -7.30 / -8.15

The energy above the lowest of the compared OMol25 structures with the same formula, charge and spin results, record by record, are as follows: 7.1225 4.6463 4.5548 7.2829 0.0000 0.3716 eV.